1.
The following is a quantum chemistry calculation of a molecular structure, C28H60NO12 in a non-equilibrium geometry, from the OMol25 dataset.

Values from the calculation:
total energy = -2059.49853 Ha
Kohn-Sham gap = 9.2 eV
net charge = +1
relative energy (zero: lowest compared OMol25 entry of this formula, charge and spin) = 11.674 eV

```
101
C28H60NO12 ωB97M-V/def2-TZVPD
N -0.09136 1.39445 0.55251
H -0.56376 1.72239 -0.37531
H 0.72500 1.92246 0.49941
H 0.22032 0.37611 0.53413
H -0.77015 1.31576 1.10232
O 1.73204 -1.31994 1.20206
C 2.76950 -1.73718 1.70896
O 3.46753 -2.77127 1.10223
C 2.94594 -3.44917 -0.03552
C 3.91622 -4.52576 -0.47573
C 3.30958 -1.08860 2.95872
H 2.70269 -2.58969 -0.73374
H 2.03880 -3.89606 0.10773
H 4.85097 -4.10607 -1.00842
H 3.35675 -5.03963 -1.19464
H 4.33990 -5.10101 0.30005
H 4.43111 -0.93220 2.80275
H 3.30802 -1.79451 3.75771
H 2.78180 -0.37608 3.27533
O 0.55653 1.51874 -2.46008
C 1.34068 2.34046 -3.09103
O 1.77286 3.50980 -2.67642
C 1.61388 3.84831 -1.31614
C 1.50069 5.34130 -1.11284
C 1.87135 1.97618 -4.55153
H 2.44110 3.32362 -0.93041
H 0.56691 3.20342 -1.05270
H 0.93702 5.75038 -1.87527
H 2.32184 5.65777 -0.84819
H 0.78268 5.66719 -0.13095
H 2.83572 1.46786 -4.58162
H 2.04016 3.02476 -4.93718
H 1.24213 1.21215 -4.88584
O 0.03998 -0.34774 -1.86327
C 0.37595 -0.93520 -2.86420
O 0.26422 -2.28062 -3.07269
C -0.16567 -3.21392 -2.00822
C 0.23735 -4.54949 -2.44397
C 0.57487 -0.09665 -4.03590
H -1.21140 -3.09035 -2.02204
H 0.20121 -2.88139 -1.16039
H 1.27944 -4.60607 -2.56110
H -0.07639 -4.91539 -3.40386
H -0.25132 -5.22920 -1.81227
H 1.59540 0.12793 -4.32951
H -0.12086 0.64193 -4.03064
H 0.31886 -0.67607 -4.98219
O -2.46250 -0.64808 0.73526
C -2.57489 -1.85794 0.75261
O -3.19203 -2.57592 -0.22082
C -3.85257 -1.95193 -1.31665
C -4.61866 -3.01226 -2.06384
C -1.86940 -2.68246 1.76071
H -3.11271 -1.35760 -2.02796
H -4.51147 -1.20234 -1.01126
H -5.41130 -3.42947 -1.42903
H -4.00297 -3.71616 -2.50914
H -5.17570 -2.36989 -2.87957
H -1.38737 -2.35230 2.68523
H -0.93225 -2.96891 1.20626
H -2.40613 -3.75310 2.06745
C 5.15342 0.43639 0.49556
C 3.92645 -0.18100 -0.01012
O 2.76511 -0.12948 0.44455
C 4.02556 -0.94749 -1.36847
H 6.02663 -0.13202 0.51542
H 5.16125 0.90193 1.43597
H 5.62891 1.34154 -0.09605
H 4.24913 -0.36571 -2.16165
H 3.21442 -1.75216 -1.46079
H 4.92610 -1.68667 -1.27320
C -0.30565 -1.23930 5.31703
C -1.37372 -0.30262 4.78447
O -1.10538 0.40029 3.67932
C -2.65986 0.10306 5.53081
H 0.22437 -0.57279 6.24604
H 0.56613 -1.52876 4.57427
H -0.62676 -2.24798 5.75763
H -2.64746 0.27026 6.65149
H -3.31539 -0.68880 5.35229
H -3.11057 1.07741 5.08733
C -0.65688 4.85924 2.94308
C -0.73009 3.39630 2.64263
O -0.76773 2.85192 1.40052
C -0.74033 2.52046 3.87148
H 0.01743 5.22226 2.15177
H -0.22820 5.36559 3.78531
H -1.56875 5.33228 3.06264
H -0.51571 3.14551 4.80920
H 0.07172 1.69586 3.56562
H -1.60993 1.93268 4.12626
C -5.45196 2.36927 -0.73606
C -4.34532 2.03904 -1.73506
O -3.06885 1.86320 -1.23242
C -4.60931 1.84964 -3.09813
H -6.11861 1.67524 -0.66075
H -6.05357 3.02780 -1.22668
H -5.02128 2.58249 0.28585
H -5.17353 2.84950 -3.64854
H -5.33335 1.17605 -2.98947
H -3.66455 1.57424 -3.60850
```

=====

2.
The following is a quantum chemistry calculation of a molecular structure, C3H4LiO2Tm in a non-equilibrium geometry, from the OMol25 dataset.

Values from the calculation:
total energy = -1359.45633 Ha
2S+1 = 4
Kohn-Sham gap (alpha / beta) = 6.7 / 7.2 eV
net charge = +1

```
11
C3H4LiO2Tm ωB97M-V/def2-TZVPD
O -1.17062 -1.83643 -0.29394
Li 0.43898 -1.98355 -1.34200
C -1.48117 -0.81363 0.34867
O -0.96733 0.36012 -0.12239
C 0.21195 0.38709 -0.88605
C 1.37656 0.81686 -0.31465
H -0.01602 0.38813 -1.95686
H 2.28501 0.74808 -0.92101
H 1.43544 1.83045 0.09638
Tm -2.02048 -0.42894 3.00761
H -0.09234 0.53182 2.38424
```

=====

3.
The following is a quantum chemistry calculation of 14 unconnected molecules or ions with the total composition C25H13Cl52NO5 in a non-equilibrium geometry, from the OMol25 dataset.

Values from the calculation:
total energy = -25320.80934 Ha
Kohn-Sham gap = 7.9 eV
net charge = 0

```
96
C25H13Cl52NO5 ωB97M-V/def2-TZVPD
N -0.14998 -5.60736 -1.49921
C 0.93513 -5.33236 -0.47424
O 1.63847 -6.36570 0.06738
C 1.37875 -3.83033 0.01080
C 0.17185 -2.91665 0.64019
C 0.56656 -2.19897 2.06499
C 1.65657 -1.18697 2.13166
C 2.54870 -0.62384 0.87651
C 2.03142 0.88141 0.38294
O 3.04602 1.54216 -0.48234
C 3.16562 0.84350 -1.77834
O 4.25485 0.07156 -1.99508
C 2.02679 -0.54464 3.63087
O 2.82547 0.53898 3.71351
C 1.49832 -1.20800 5.03926
C 0.39133 -2.23707 4.98879
C -0.22074 -2.55901 3.49599
O -1.45451 -3.11220 3.37170
H 0.29300 -5.35032 -2.42960
H -0.97840 -4.99847 -1.31615
H 2.31336 -3.85563 0.74797
H 1.76855 -3.25121 -0.95532
H -0.26139 -2.10412 -0.11907
H -0.72506 -3.66395 0.88897
H 3.66873 -0.47240 1.24613
H 2.54900 -1.29914 -0.07916
H 1.01023 0.76734 -0.17881
H 1.85758 1.58747 1.32666
H 2.36500 0.85567 -2.63839
H 1.96484 -0.91984 6.09690
H -0.02962 -2.73454 5.96787
C -2.59624 -4.14677 -4.66611
Cl -2.58508 -3.63026 -2.96097
Cl -1.80026 -5.73424 -4.81102
Cl -4.27906 -4.27184 -5.23779
Cl -1.72044 -2.95077 -5.65473
C -7.18590 -1.67237 -5.12474
Cl -6.35196 -2.13676 -3.62033
Cl -6.41723 -0.21579 -5.80459
Cl -7.07556 -3.00603 -6.30098
Cl -8.89893 -1.33075 -4.77312
C -4.33579 -1.13637 0.32240
Cl -5.91180 -0.77083 1.06870
Cl -3.48794 0.38572 -0.05052
Cl -3.35329 -2.10199 1.45227
Cl -4.59008 -2.05831 -1.18098
C -3.29168 -0.93168 6.46747
Cl -4.59277 -0.08907 7.34584
Cl -3.25621 -2.64419 6.95811
Cl -3.59090 -0.82223 4.71452
Cl -1.72669 -0.17132 6.85149
C 0.12537 -8.94427 -3.58035
Cl 1.36536 -7.67697 -3.40501
Cl -0.87885 -8.59872 -5.01102
Cl 0.91812 -10.52737 -3.77958
Cl -0.90332 -8.97401 -2.12580
C 2.60421 0.31522 -5.89163
Cl 3.87713 1.51349 -5.54782
Cl 1.49686 0.20912 -4.49980
Cl 1.69301 0.81528 -7.33870
Cl 3.34980 -1.27716 -6.18012
C 5.53336 5.36090 -6.59509
Cl 5.02399 4.64862 -8.14673
Cl 4.10125 5.94825 -5.71262
Cl 6.36660 4.12486 -5.61924
Cl 6.64157 6.72202 -6.90172
C 9.18827 10.30361 -7.30151
Cl 10.46119 11.50188 -6.95770
Cl 8.08092 10.19751 -5.90968
Cl 8.27707 10.80367 -8.74858
Cl 9.93386 8.71122 -7.59000
C -0.05511 3.49004 7.32821
Cl -1.02141 3.02270 8.75026
Cl 0.52416 2.02482 6.49619
Cl -1.06328 4.44666 6.21339
Cl 1.34027 4.46593 7.85296
C -7.88439 3.49619 -4.38539
Cl -8.50084 1.83648 -4.18604
Cl -7.78216 3.88735 -6.12067
Cl -8.98922 4.64052 -3.58276
Cl -6.26521 3.62045 -3.65217
C -0.78441 7.75815 9.18325
Cl -2.16183 6.75728 8.65852
Cl 0.15896 8.26390 7.75885
Cl -1.38926 9.19999 10.03744
Cl 0.25464 6.81143 10.27819
C -2.72826 -7.08142 6.57946
Cl -2.00955 -5.84056 5.52206
Cl -3.33603 -6.31368 8.06804
Cl -4.07614 -7.87807 5.72920
Cl -1.49129 -8.29342 6.99871
C 2.98918 5.04573 1.11531
Cl 1.51219 4.48413 0.29220
Cl 3.90996 3.64006 1.70770
Cl 3.99140 5.97241 -0.02975
Cl 2.54321 6.08628 2.49123
```

=====

4.
The following is a quantum chemistry calculation of 2 unconnected molecules or ions with the total composition C2H8N2S in a non-equilibrium geometry, from the OMol25 dataset.

Values from the calculation:
SMILES = C/N=C/N.S
total energy = -588.61520 Ha
Kohn-Sham gap = 9.0 eV
net charge = 0
relative energy (zero: lowest compared OMol25 entry of this formula, charge and spin) = 1.760 eV

```
13
C2H8N2S ωB97M-V/def2-TZVPD
C 0.64700 0.39407 -1.76246
N -0.18089 0.61434 -0.51280
C 0.70804 0.53845 0.49829
N 0.36533 -0.00443 1.66541
H 0.77041 1.31228 -2.31189
H 0.07639 -0.24156 -2.40877
H 1.63267 -0.07603 -1.58273
H 1.66055 1.03401 0.39286
H -0.55062 -0.40509 1.90502
H 0.91818 0.14697 2.44359
S -2.42731 -1.04609 0.55122
H -1.38541 -0.27908 -0.38391
H -2.23434 -1.98783 1.50618
```

=====

5.
The following is a quantum chemistry calculation of 2 unconnected molecules or ions with the total composition C14H16O in a non-equilibrium geometry, from the OMol25 dataset.

Values from the calculation:
SMILES = Cc1ccc(O)cc1.Cc1ccccc1
total energy = -618.27079 Ha
Kohn-Sham gap = 9.6 eV
net charge = 0
relative energy (zero: lowest compared OMol25 entry of this formula, charge and spin) = 1.230 eV

```
31
C14H16O ωB97M-V/def2-TZVPD
C 0.67193 1.49182 -1.19204
C 0.22360 0.53157 -2.26323
C -0.23600 1.03700 -3.47708
C -0.73036 0.20944 -4.48554
C -0.78216 -1.14602 -4.25860
O -1.13404 -2.05301 -5.24668
C -0.48801 -1.64885 -2.98150
C 0.09727 -0.83187 -2.03364
H 0.01722 2.36525 -1.14481
H 1.59297 1.92140 -1.55186
H 0.75564 1.02109 -0.22402
H -0.60753 2.06015 -3.44132
H -0.98855 0.54385 -5.48369
H -0.34198 -2.52544 -5.49497
H -0.69136 -2.69920 -2.92358
H 0.26459 -1.31984 -1.07846
C 2.17561 0.59435 3.89128
C 0.72671 0.32907 3.51128
C 0.08389 1.14999 2.57901
C -1.02487 0.64155 1.90522
C -1.60543 -0.55588 2.29519
C -1.14116 -1.18549 3.44611
C 0.12691 -0.86144 3.91351
H 2.57583 1.35658 3.23203
H 2.76442 -0.31374 3.79484
H 2.23785 0.93770 4.92520
H 0.34872 2.19719 2.50240
H -1.45635 1.27252 1.13868
H -2.38080 -1.02436 1.70418
H -1.69005 -2.06271 3.76027
H 0.63549 -1.43269 4.68182
```